Entry 1:
Formula: C3H10OS2
Source: the Open Molecules 2025 dataset
Level of theory: ωB97M-V/def2-TZVPD

Atoms and positions in Å:
C -1.459 1.816 0.709
C -0.404 0.851 1.315
S 1.044 0.763 0.327
S -0.189 -0.165 -1.615
C -0.476 -1.615 -0.583
H -0.981 2.682 0.227
H -2.207 1.999 1.469
H -1.905 1.346 -0.175
H -0.088 1.167 2.307
H -0.949 -0.090 1.492
H 0.363 -1.814 0.085
H -1.458 -1.559 -0.126
H -0.498 -2.503 -1.249
O 3.219 -1.386 -1.404
H 2.347 -0.974 -1.274
H 3.640 -0.520 -1.506

Output
HOMO-LUMO gap in eV: 8.011
SMILES string: CCSSC.O

---

Entry 2:
Formula: C4H11O3
Source: the Open Molecules 2025 dataset
Level of theory: ωB97M-V/def2-TZVPD

Atoms and positions in Å:
C 1.487 -0.947 0.377
C 0.138 -1.707 0.452
C -1.170 -0.907 0.487
O -1.026 0.346 1.118
C 1.581 0.261 -0.610
O 1.078 1.405 -0.048
H 1.502 -0.469 1.325
H 2.353 -1.574 0.199
H 0.131 -2.361 1.353
H 0.126 -2.328 -0.468
H -2.101 -1.258 0.958
H -1.685 -0.816 -0.474
H 0.174 1.099 0.498
H 2.676 0.281 -0.870
H 1.275 0.092 -1.670
H -2.445 1.646 -0.875
H -1.086 1.077 -0.921
O -1.734 1.433 -1.563

Output
Charge: -1
HOMO-LUMO gap in eV: 7.695

---

Entry 3:
Formula: C23H26BClF4N4O2RuS3
Source: the Open Molecules 2025 dataset
Level of theory: ωB97M-V/def2-TZVPD

Atoms and positions in Å:
Ru -0.410 -1.073 -1.184
O -2.843 1.890 -0.298
C -2.669 0.870 -0.990
O -1.524 0.629 -1.518
C -3.812 -0.053 -1.242
C -5.088 0.513 -1.179
C -6.218 -0.229 -1.452
C -6.080 -1.576 -1.774
C -4.830 -2.156 -1.809
C -3.670 -1.413 -1.546
S -2.176 -2.342 -1.583
H -5.162 1.560 -0.915
H -7.197 0.231 -1.414
H -6.955 -2.178 -1.985
H -4.726 -3.210 -2.036
F 3.074 1.600 -0.138
B 2.919 0.443 -0.913
F 1.492 0.156 -0.939
F 3.576 -0.632 -0.321
F 3.324 0.667 -2.220
S -0.668 -0.739 1.102
C 0.118 0.803 1.328
N -0.458 1.942 0.877
C 0.156 3.126 0.951
C 1.399 3.213 1.515
C 1.918 2.025 2.026
N 1.296 0.861 1.950
H -1.434 1.941 0.463
H -0.397 3.968 0.556
H 1.933 4.148 1.574
H 2.888 2.014 2.511
Cl -1.674 4.345 -2.659
C 0.012 4.510 -2.384
C 0.499 5.716 -1.927
C 1.862 5.858 -1.677
C 2.749 4.803 -1.886
C 2.276 3.599 -2.346
C 0.890 3.405 -2.610
C 0.449 2.173 -3.058
H -0.182 6.541 -1.771
H 2.232 6.811 -1.320
H 3.804 4.928 -1.684
H 2.945 2.764 -2.506
H 1.167 1.375 -3.200
H -0.589 1.980 -3.271
C -0.585 -5.904 2.512
C 0.177 -4.591 2.515
N 0.214 -4.054 1.162
C 1.109 -3.270 0.563
S 0.937 -3.059 -1.154
N 2.125 -2.675 1.164
C 2.301 -2.304 2.568
C 3.515 -2.977 3.185
H -0.626 -6.319 3.518
H -0.104 -6.630 1.856
H -1.611 -5.756 2.170
H 1.199 -4.751 2.856
H -0.304 -3.882 3.195
H -0.539 -4.322 0.544
H 2.698 -2.140 0.517
H 1.393 -2.522 3.118
H 2.405 -1.219 2.585
H 3.394 -4.061 3.230
H 3.678 -2.607 4.198
H 4.409 -2.764 2.598

Output
HOMO-LUMO gap (spin up / spin down) in eV: 2.881 / 2.880

---

Entry 4:
Formula: CNO4S
Source: the Open Molecules 2025 dataset
Level of theory: ωB97M-V/def2-TZVPD

Atoms and positions in Å:
C -1.205 -0.983 -0.583
N 0.856 0.730 0.414
O -0.278 0.230 0.565
O -1.375 -1.938 0.086
O 1.125 1.699 1.072
O 1.582 0.360 -0.517
S -1.401 -0.159 -1.947

Output
Charge: -1
HOMO-LUMO gap in eV: 8.596

---

The following M values (in g mol⁻¹) correspond, in order, to the records above: 126.246; 107.129; 710.015; 122.081.
The following energy above the lowest of the compared OMol25 structures with the same formula, charge and spin values (in eV) correspond, in order, to the records above: 1.3986; 1.5556; 1.7287; 2.9645.